1.
A 11-piece molecular cluster, C15H52O11 overall at a distorted geometry. Source: OMol25; level of theory: ωB97M-V/def2-TZVPD.

Properties
spin multiplicity = 1
charge = 0
calculated total energy = -38918.547 eV
gap between HOMO and LUMO = 10.0 eV
SMILES = CC(C)O.CC(C)O.CC(C)O.CC(C)O.CC(C)O.O.O.O.O.O.O

```
78
Properties=species:S:1:pos:R:3:mulliken_charge:R:1
O 2.658 -2.985 -0.499 -0.556
O -2.230 2.852 4.567 -0.552
O 1.953 -7.002 -2.578 -0.636
O 0.357 -5.171 3.958 -0.562
O -4.524 3.200 -0.270 -0.520
O -1.065 3.360 -3.048 -0.633
O -4.189 -5.735 -2.919 -0.639
O -4.784 -1.244 -2.291 -0.626
O 7.027 -2.926 1.096 -0.623
O 4.098 -1.093 4.852 -0.633
O 4.933 3.799 -7.504 -0.537
C 4.540 2.666 -6.688 0.564
C -6.133 3.866 -1.835 -1.209
C 1.994 -1.754 -0.499 0.591
C -5.114 5.495 -0.017 -1.271
C 2.675 -0.781 -1.497 -1.233
C -5.604 4.087 -0.396 0.500
C -1.667 -5.849 5.133 -1.338
C -0.976 -4.860 4.200 0.539
C -1.002 3.299 6.487 -1.259
C 3.682 1.705 -7.583 -1.232
C 0.568 -2.016 -0.957 -1.388
C 5.792 2.014 -6.161 -1.263
C -1.049 -3.417 4.694 -1.153
C -1.074 3.643 4.969 0.492
C 0.069 3.105 4.110 -1.192
H -1.038 2.217 6.616 0.312
H 0.498 -2.228 -2.024 0.344
H -6.610 2.886 -1.821 0.296
H -1.772 3.708 7.141 0.365
H 4.404 3.884 -8.301 0.293
H 2.824 -7.391 -2.502 0.316
H 2.093 0.140 -1.505 0.318
H -1.152 2.612 -3.638 0.311
H -5.182 5.737 1.044 0.353
H -4.119 5.719 -0.402 0.297
H 3.728 -1.846 5.315 0.323
H -5.309 3.941 -2.544 0.296
H -0.703 -3.336 5.725 0.296
H 1.940 -1.384 0.525 0.209
H 4.343 0.932 -7.975 0.311
H 7.296 -2.983 2.013 0.312
H 6.288 2.693 -5.468 0.325
H -4.401 3.160 0.681 0.292
H -2.976 3.301 4.971 0.321
H 2.693 -1.195 -2.506 0.327
H -1.683 -6.830 4.657 0.314
H -5.741 6.291 -0.421 0.342
H 4.908 -1.424 4.464 0.309
H -4.264 -4.822 -2.643 0.323
H -1.816 3.289 -2.458 0.317
H -0.169 3.217 3.053 0.313
H 3.945 3.024 -5.848 0.205
H -1.426 -4.988 3.215 0.212
H -4.611 -5.761 -3.778 0.315
H -4.419 -0.855 -3.087 0.312
H 3.548 -2.908 -0.148 0.287
H -0.566 -2.685 4.047 0.347
H 0.267 2.058 4.336 0.286
H 1.991 -6.218 -2.032 0.320
H 0.124 -2.964 -0.655 0.361
H 7.697 -2.381 0.683 0.317
H -0.081 3.625 6.971 0.342
H -6.881 4.610 -2.106 0.364
H -1.210 4.724 4.969 0.209
H -2.702 -5.581 5.347 0.362
H -0.070 -1.167 -0.710 0.358
H -1.169 -5.884 6.102 0.355
H 0.974 3.712 4.078 0.363
H 6.392 1.847 -7.056 0.328
H 5.585 1.076 -5.646 0.327
H 3.217 2.128 -8.474 0.411
H 0.611 -4.675 3.176 0.306
H 2.851 1.283 -7.017 0.269
H -2.121 -3.225 4.715 0.323
H 3.680 -0.429 -1.267 0.377
H -6.263 3.844 0.437 0.264
H -4.375 -0.756 -1.577 0.315
```



2.
A 12-piece molecular cluster, C15H54O15 overall at a distorted geometry. Source: OMol25; level of theory: ωB97M-V/def2-TZVPD.

Properties
spin multiplicity = 1
charge = 0
calculated total energy = -47138.202 eV
gap between HOMO and LUMO = 9.6 eV
SMILES = OCCO.OCCO.OCCO.CO.CO.CO.CO.CO.CO.CO.CO.CO

```
84
Properties=species:S:1:pos:R:3:mulliken_charge:R:1
O -2.520 -1.817 -2.932 -0.631
O -4.052 -3.406 -1.224 -0.619
O -0.560 -3.035 2.338 -0.497
O 0.888 -0.189 4.912 -0.543
O -1.042 -1.311 7.151 -0.539
O 1.240 -0.877 1.001 -0.660
O -2.491 2.478 1.741 -0.349
O -0.908 2.954 -2.600 -0.498
O 1.565 2.554 4.703 -0.557
O 0.199 0.681 -1.394 0.018
O 0.267 -0.204 -6.457 -0.575
O 5.172 3.003 -0.202 -0.560
O 3.150 -0.306 -5.233 -0.556
O 0.139 -2.133 -1.907 -0.112
O 2.943 -2.018 -0.987 -0.561
C 0.512 -3.721 2.940 -0.765
C -0.003 -0.188 0.838 1.069
C 0.180 1.041 -0.009 -0.391
C -2.806 3.129 2.957 -0.628
C 1.006 3.283 3.623 0.083
C 3.917 2.572 -0.712 -0.230
C -3.461 -3.088 0.032 -0.351
C -0.444 0.083 -5.268 -0.150
C -1.293 -0.392 6.087 -0.564
C -2.218 3.175 -2.082 -0.483
C 2.255 -3.194 -1.417 -0.382
C -2.860 -0.453 -2.741 -0.440
C 1.215 -2.878 -2.454 -0.322
C -0.457 -0.688 4.845 0.026
C 3.177 0.645 -4.172 -0.389
H -2.587 2.474 3.814 0.160
H 3.957 0.389 -3.461 0.191
H -1.159 0.636 6.445 0.286
H -3.648 -3.915 0.718 0.317
H 1.703 -1.017 0.158 0.281
H -2.374 -3.000 -0.060 0.031
H -2.419 2.473 -1.276 0.109
H 2.955 -3.937 -1.816 0.542
H 0.354 -1.160 -6.523 0.344
H 3.846 -2.009 -1.307 0.277
H -1.648 -2.013 -2.544 0.586
H 0.000 -0.436 -4.409 -0.091
H -0.008 1.459 -1.946 -0.039
H -2.295 4.163 -1.618 0.262
H 4.043 2.231 -1.739 0.061
H -3.845 3.448 3.074 0.317
H -0.134 -2.253 1.959 0.398
H -1.501 -0.210 -5.280 0.326
H -0.214 0.108 1.868 -0.529
H 2.220 0.657 -3.631 0.079
H 0.020 3.671 3.893 0.105
H 3.300 3.472 -0.807 0.285
H -0.968 -0.156 4.040 -0.069
H 1.133 -3.042 3.538 0.240
H 1.653 4.124 3.381 0.318
H -3.266 1.988 1.454 0.251
H -0.402 1.161 -5.107 0.162
H 1.830 -3.631 -0.509 0.013
H 3.444 1.798 -0.109 0.138
H -3.922 -2.183 0.446 0.215
H 1.213 -4.194 2.239 0.200
H 1.107 1.534 0.296 -0.103
H -0.846 3.380 -3.459 0.277
H 1.716 -2.332 -3.267 0.122
H -1.971 0.164 -2.841 -0.017
H 2.660 0.062 -5.973 0.313
H -2.174 4.008 3.091 0.252
H 0.909 2.626 2.754 -0.257
H 1.367 -0.689 5.581 0.249
H -3.510 -0.196 -3.579 0.452
H 0.202 -4.535 3.596 0.319
H 0.444 -1.218 -1.744 -0.171
H -0.091 -1.425 7.213 0.306
H -0.381 -1.751 4.628 0.445
H 0.821 -3.767 -2.947 0.460
H -2.351 -0.414 5.815 0.358
H -3.639 -2.817 -1.894 0.410
H 5.030 3.564 0.562 0.309
H -3.428 -0.291 -1.825 0.213
H -0.641 1.756 0.116 0.217
H -0.803 -0.829 0.452 0.146
H 1.226 1.648 4.655 0.368
H 3.316 1.637 -4.616 0.385
H -2.959 3.090 -2.877 0.337
```



3.
C15H56F2HfN28O17 as an isolated structure at a distorted geometry. Source: OMol25; level of theory: ωB97M-V/def2-TZVPD.

Properties
spin multiplicity = 1
charge = 0
calculated total energy = -99742.475 eV
gap between HOMO and LUMO = 6.8 eV

```
119
Properties=species:S:1:pos:R:3:mulliken_charge:R:1
Hf 0.404 -0.044 0.424 2.718
F 1.476 -0.654 -1.539 -0.407
F -0.097 1.910 -0.769 -0.223
O -1.536 5.692 2.732 -0.683
O 1.335 -5.586 -2.191 -0.697
O 1.856 6.557 -1.035 -0.754
O -3.876 -2.592 0.171 -0.497
O 0.352 -2.467 0.286 0.053
O -1.420 -0.507 -1.041 -0.446
O 0.361 0.652 2.783 -0.671
O 5.950 -2.816 -1.818 -0.723
O -3.590 3.643 -2.913 -0.741
O -1.317 0.715 1.834 0.519
O 2.073 1.779 0.650 0.264
O 2.987 3.635 -4.533 -0.652
O 2.367 -0.955 1.214 0.410
O -4.426 -0.207 3.551 -0.615
O -0.478 -0.903 2.394 -0.838
O 4.434 2.433 4.893 -0.722
O -3.762 -4.756 3.395 -0.751
N -0.040 -5.577 -3.981 -0.419
N -1.227 -4.033 0.145 0.018
N 2.988 0.767 4.804 -0.363
N -2.345 3.608 3.025 -0.401
N 4.404 -0.927 2.133 -0.242
N 0.836 -4.552 0.600 -0.359
N -2.647 -2.938 2.535 0.804
N 4.731 -1.082 -2.146 -0.144
N 0.421 4.923 -0.225 0.131
N 0.829 -3.705 -3.265 -0.259
N 2.459 2.590 3.744 -0.026
N -2.715 -3.468 4.615 -0.363
N -0.282 6.279 -1.738 -0.371
N -5.927 0.062 1.963 -0.360
N 3.638 1.683 -5.079 -0.284
N -5.440 -2.554 -1.434 -0.406
N 3.121 -2.649 2.549 -0.350
N -4.000 0.753 1.507 -0.079
N -2.928 -0.097 -2.633 -0.168
N -5.109 -4.363 -0.423 -0.418
N -0.902 -0.453 -3.222 -0.284
N 3.761 -2.617 -1.335 0.149
N 3.515 3.496 0.388 -0.246
N 2.194 1.882 -3.443 -0.148
N -1.391 3.244 -2.843 0.071
N 3.883 1.507 -0.416 -0.357
N -0.219 3.927 2.989 -0.186
N -2.429 3.482 -1.001 0.141
C 0.746 -5.002 -3.130 0.682
C 0.712 6.003 -0.893 0.592
C 3.089 2.251 0.254 0.188
C 0.012 -3.596 0.348 -0.200
C -0.766 0.215 2.851 0.517
C -4.745 0.186 2.470 0.693
C -3.030 -3.823 3.412 0.555
C -4.727 -3.121 -0.535 0.369
C -1.380 4.505 2.950 0.590
C 4.895 -2.295 -1.849 0.626
C 3.262 -1.477 1.926 -0.019
C -1.729 -0.352 -2.211 0.241
C -2.547 3.501 -2.302 0.188
C 2.948 2.465 -4.410 0.539
C 3.354 1.992 4.536 0.557
H -4.581 -4.951 0.206 0.225
H -3.024 0.665 1.752 -0.163
H -1.311 -5.037 0.080 0.157
H -0.160 2.966 2.685 -0.134
H -1.922 -2.904 4.887 0.146
H -6.234 -3.099 -1.738 0.152
H -1.981 2.684 2.838 0.041
H 3.508 0.618 -0.715 -0.298
H 3.793 -0.714 -2.213 -0.153
H -0.170 6.869 -2.550 0.218
H -5.481 -1.546 -1.486 0.222
H 1.717 1.971 3.452 0.147
H 2.997 4.128 0.982 0.279
H -4.229 0.905 0.535 0.196
H 3.939 -2.946 3.061 0.167
H -5.965 -4.694 -0.845 0.140
H -1.580 3.036 -0.685 -0.490
H 0.154 -6.536 -4.230 0.263
H -0.409 4.397 -0.460 0.155
H -1.885 -2.317 2.767 -0.282
H 1.210 4.558 0.288 -0.301
H -1.054 -0.299 -4.209 0.222
H -0.802 2.694 -2.233 -0.164
H 0.625 -3.432 -4.216 0.191
H -1.181 3.319 -3.828 0.187
H 4.382 3.628 -0.112 0.131
H 2.029 0.526 4.597 0.223
H -1.115 5.718 -1.634 0.210
H 0.486 4.549 2.620 0.169
H -6.730 -0.226 2.504 0.238
H 4.327 1.914 -5.781 0.243
H 2.589 3.532 3.406 0.084
H 4.721 -0.031 1.790 0.160
H -3.200 3.844 2.541 0.233
H 1.980 0.921 -3.220 0.136
H 1.110 -3.083 -2.521 0.010
H 1.841 -4.524 0.503 0.268
H -3.223 -4.044 5.271 0.201
H -0.575 -5.012 -4.626 0.162
H 3.059 -1.904 -1.469 -0.352
H 1.774 2.550 -2.812 -0.104
H 4.940 -1.557 2.712 0.135
H -1.993 -3.404 -0.048 -0.306
H 5.604 -0.600 -2.307 0.182
H 3.685 0.756 -4.680 0.127
H 0.525 -5.434 0.216 0.196
H -3.265 3.424 -0.438 0.209
H 4.726 1.885 -0.825 0.182
H -3.083 -2.874 1.627 -0.072
H -3.674 0.150 -1.999 0.193
H 2.285 -3.199 2.413 0.155
H -5.924 0.090 0.954 0.086
H 0.020 -0.681 -2.877 -0.344
H 3.786 0.197 5.045 0.182
H -3.044 -0.038 -3.635 0.139
H 3.619 -3.578 -1.059 0.062
```



4.
A 13-piece molecular cluster, C15H56N10O13 overall at a distorted geometry. Source: OMol25; level of theory: ωB97M-V/def2-TZVPD.

Properties
spin multiplicity = 1
charge = 0
calculated total energy = -57975.292 eV
gap between HOMO and LUMO = 7.4 eV

```
94
Properties=species:S:1:pos:R:3:mulliken_charge:R:1
O -1.520 1.994 1.356 -0.221
O -1.542 -3.364 -1.859 -0.548
O -1.000 3.391 -0.868 -0.492
O 1.823 -0.625 2.316 -0.487
O 3.244 -0.223 -0.037 -0.451
O 2.597 -4.116 0.782 -0.826
O -1.306 1.761 -3.127 -0.618
O 1.190 0.341 -3.989 -0.332
O 0.383 1.068 -0.451 1.741
O 3.039 2.691 1.567 -0.594
O -1.197 2.012 3.964 -0.713
O 1.508 4.388 -3.303 -0.515
O -0.819 -2.319 2.758 -0.528
N -0.201 -0.799 -1.789 -0.144
N 3.697 0.637 3.063 -0.147
N -2.627 -3.762 2.503 -0.405
N 3.314 -1.168 4.151 -0.644
N 0.025 -1.007 0.419 2.063
N -2.279 -2.309 0.849 0.248
N -2.532 -0.301 -2.844 -0.172
N 0.549 -3.673 -0.062 -0.136
N -3.454 1.278 -4.033 -0.406
N 2.253 -2.862 -1.189 -0.206
C -0.569 0.778 4.066 1.049
C -1.198 -0.272 4.974 -1.614
C -3.390 0.584 1.812 -0.951
C 2.894 -0.344 3.171 -0.267
C 3.829 0.714 -0.834 -0.453
C -1.418 -4.782 -1.935 -1.120
C -2.724 1.531 0.804 0.821
C -1.344 4.646 -1.440 -1.018
C -1.934 -2.760 2.007 0.267
C 1.646 2.828 1.725 -0.205
C -2.480 0.955 -3.244 0.267
C 0.097 -0.259 -0.640 -1.106
C 1.790 3.266 -2.552 -0.565
C 1.781 -0.860 -4.452 -0.669
C 1.795 -3.481 -0.177 0.434
H 3.116 -0.907 5.107 0.260
H 1.056 3.312 0.933 0.207
H 2.322 4.788 -3.493 0.330
H -0.495 5.210 -1.558 0.310
H 0.113 -2.058 0.427 0.050
H -0.495 -1.812 -1.856 0.503
H -2.738 -0.059 2.199 -0.335
H 0.914 0.812 -4.805 0.229
H -0.723 2.799 -1.541 -0.166
H -0.442 -5.132 -1.853 0.468
H 0.989 -1.535 -4.766 0.290
H -2.465 1.174 -0.145 -0.555
H 2.549 -0.750 -5.210 0.339
H -1.329 2.163 3.009 0.582
H -2.001 -5.257 -1.055 0.273
H -1.860 -5.190 -2.815 0.309
H 2.836 -2.140 4.104 0.342
H -4.251 -0.010 1.400 0.340
H -1.617 -0.524 -2.318 -0.027
H -4.355 0.872 -4.104 0.150
H -3.772 1.050 2.743 0.339
H 0.272 -4.385 0.627 0.253
H 2.687 2.766 -2.877 0.458
H -3.310 -4.304 1.991 0.155
H -2.105 5.196 -0.896 0.347
H 3.867 0.257 -1.846 0.085
H 4.550 0.767 3.632 0.238
H -2.464 -3.175 -2.070 0.215
H -1.644 0.268 5.834 0.406
H -3.426 2.139 -4.558 0.299
H -3.122 -2.508 0.349 0.202
H 2.254 -0.030 0.094 0.047
H -0.411 0.147 3.197 -0.721
H 0.396 0.932 4.524 0.377
H -0.173 -3.535 -0.815 0.541
H 3.121 1.521 -0.938 -0.082
H -1.055 2.467 0.636 0.085
H 1.051 2.504 -2.762 0.040
H -0.611 -1.035 5.289 0.406
H 1.725 3.349 -1.467 0.126
H -1.673 -1.499 0.565 -0.051
H 0.119 -0.162 -2.576 0.037
H 3.531 1.371 2.331 0.310
H 4.734 1.046 -0.549 0.574
H 2.371 -1.224 -3.615 0.066
H 3.395 3.544 1.244 0.288
H -3.371 -0.946 -2.895 0.230
H -1.851 4.539 -2.339 0.334
H 1.186 1.866 2.013 -0.294
H -2.073 -0.717 4.524 0.185
H -3.413 2.329 0.500 0.434
H 1.581 -2.104 -1.428 -0.009
H 1.549 3.375 2.615 0.511
H 3.198 -2.529 -1.046 0.381
H 0.212 -0.559 1.342 -1.375
H -2.372 -4.051 3.506 0.331
```



5.
A 13-piece molecular cluster, C15H56N4O13 overall at a distorted geometry. Source: OMol25; level of theory: ωB97M-V/def2-TZVPD.

Properties
spin multiplicity = 1
charge = 0
calculated total energy = -49035.471 eV
gap between HOMO and LUMO = 8.2 eV

```
88
Properties=species:S:1:pos:R:3:mulliken_charge:R:1
O -2.860 2.033 1.868 -0.563
O -1.703 -2.584 -1.092 -0.703
O 1.707 -3.132 1.649 -0.747
O 3.669 -0.431 -3.438 -0.561
O 1.273 3.559 -2.621 -0.658
O 3.379 -1.157 1.856 -0.552
O -0.473 -4.168 4.343 -0.787
O -2.731 -0.558 2.219 -0.700
O -2.802 0.992 -2.040 -0.308
O -0.783 2.206 -3.761 -0.601
O -0.235 -0.747 0.295 0.697
O 0.297 -0.952 5.590 -0.501
O 3.380 1.731 0.733 -0.190
N -0.856 -2.913 2.365 0.149
N -2.322 -2.661 3.955 -0.277
N -2.230 -4.736 -1.844 -0.402
N -1.974 -4.549 0.324 -0.302
C 1.454 -3.514 0.349 -0.356
C -1.991 -3.937 -0.858 0.442
C 1.163 -0.477 4.571 -0.560
C -3.849 1.933 -2.222 -0.896
C -3.535 -0.938 1.126 -0.278
C 4.405 -1.259 0.846 -0.528
C -1.780 2.231 0.993 -0.444
C -0.989 3.875 -5.628 -1.146
C 3.722 0.723 -2.586 -0.350
C 0.563 0.043 -0.536 -0.119
C 0.371 0.290 3.510 -0.012
C 0.831 3.596 -1.304 0.202
C 4.561 2.419 0.414 -0.912
C -1.675 3.007 -4.552 -0.006
C -1.189 -3.264 3.563 0.296
H -2.419 2.472 -5.157 0.274
H 1.692 -1.310 4.145 0.220
H -3.692 -2.037 1.116 0.241
H 1.579 -0.405 -0.773 -0.156
H 1.772 -2.798 -0.393 0.123
H -0.625 -1.440 -0.214 -0.094
H 0.177 -3.106 2.123 0.363
H 2.158 -2.285 1.632 0.442
H 4.555 3.053 -0.438 0.338
H -0.288 -0.207 5.735 0.343
H 0.797 0.887 0.128 0.018
H -1.696 4.730 -5.871 0.315
H 4.548 -2.272 0.541 0.348
H -4.261 1.902 -3.210 0.357
H 0.010 2.892 -1.275 -0.351
H 0.403 4.500 -1.004 0.506
H -2.326 -4.321 -2.764 0.278
H -0.367 1.045 3.884 0.431
H -0.905 2.278 1.626 0.419
H -0.006 0.411 -1.312 0.266
H 1.051 0.831 2.868 -0.257
H -3.333 0.195 -2.109 0.179
H -0.898 3.318 -6.586 0.283
H -3.534 2.993 -1.943 0.263
H -2.623 -2.695 5.003 0.264
H -2.475 0.366 2.100 0.289
H 1.878 -4.446 0.108 0.405
H 4.791 3.083 1.256 0.348
H 2.763 1.047 -2.262 0.086
H -2.189 3.609 -3.769 0.213
H -1.230 -2.164 1.848 -0.346
H -1.339 1.807 -3.051 0.270
H 4.128 1.496 -3.207 0.469
H -2.528 -5.704 -1.847 0.173
H -2.072 -5.555 0.512 0.216
H -1.919 3.120 0.386 0.377
H 2.798 2.233 1.316 0.171
H -1.674 -3.929 1.105 0.246
H 3.237 -0.188 -4.256 0.302
H -4.492 -0.383 1.287 0.282
H 1.610 3.279 -0.636 -0.109
H 4.279 -0.662 -0.081 0.015
H -3.042 -0.541 0.206 -0.068
H -1.695 1.420 0.292 -0.064
H 0.547 3.158 -3.239 0.472
H -2.760 2.766 2.472 0.296
H 0.399 -3.742 0.179 -0.166
H -0.130 -0.518 2.909 0.104
H -2.742 -1.911 3.331 0.322
H -0.025 4.306 -5.321 0.348
H 5.359 -0.849 1.248 0.299
H -4.724 1.623 -1.682 0.406
H 4.439 0.593 -1.745 0.018
H 2.018 0.144 4.949 0.350
H 2.812 -0.481 1.540 0.269
H 5.413 1.733 0.212 0.269
```